Below is a molecular structure, C18H36BN8O4Tm in a non-equilibrium geometry, with properties calculated with ωB97M-V with the def2-TZVPD basis set.

## Properties
* 2S+1: 3
* highest occupied orbital energy (spin up / spin down): -12.737 / -12.736 eV
* energy relative to the best compared isomer or geometry (same formula, charge and spin): 0.000 eV
* Kohn-Sham gap (spin up / spin down): 0.3001 / 0.3002 hartree
* expectation value of S²: 2.002
* total charge: +2

Geometry (Å):
Tm1 0.2670 0.7755 -0.7016
N1 -1.0773 0.9385 1.4319
C1 -1.1368 2.2531 2.1084
C2 0.0854 3.0503 1.7289
N2 0.2075 3.1965 0.2629
C3 -0.8782 4.0471 -0.2862
C4 -2.0046 3.2644 -0.9338
N3 -1.4339 2.2959 -1.8841
C5 1.5381 3.7800 -0.0419
C6 1.9247 3.6097 -1.4888
N4 2.0119 2.1679 -1.8185
H1 -1.9818 0.4738 1.4344
H2 -0.4513 0.3275 1.9637
H3 -1.1826 2.1520 3.1952
H4 -2.0530 2.7589 1.8076
H5 0.9812 2.5339 2.0840
H6 0.0674 4.0322 2.2190
H7 -0.4439 4.7122 -1.0353
H8 -1.2691 4.7025 0.4993
H9 -2.7076 3.9547 -1.4060
H10 -2.5736 2.7004 -0.1945
H11 -1.0730 2.7785 -2.7051
H12 -2.1580 1.6584 -2.2313
H13 2.2703 3.2595 0.5787
H14 1.5704 4.8395 0.2396
H15 2.8795 4.1124 -1.6600
H16 1.2024 4.0705 -2.1640
H17 2.8406 1.7759 -1.3613
H18 2.1617 2.0492 -2.8190
N5 -3.3848 -0.4019 -2.7705
C7 -2.7096 -1.5525 -2.1694
C8 -2.5018 -2.7309 -3.1282
C9 -1.6343 -3.8860 -2.6411
C10 -2.1644 -4.7009 -1.4737
N6 -1.8674 -4.0486 -0.1937
C11 -2.0446 -4.6465 0.9745
N7 -2.6083 -5.8522 1.0396
N8 -1.6746 -4.0357 2.1059
C12 -1.3779 -1.0636 -1.6717
O1 -1.0372 -1.2313 -0.4520
O2 -0.6219 -0.4136 -2.4474
H19 -4.3806 -0.5737 -2.8525
H20 -3.0291 -0.2491 -3.7091
H21 -3.2805 -1.8473 -1.2855
H22 -2.0335 -2.3340 -4.0333
H23 -3.4867 -3.0983 -3.4300
H24 -0.6173 -3.5516 -2.4119
H25 -1.5197 -4.5792 -3.4759
H26 -1.6708 -5.6757 -1.4839
H27 -3.2434 -4.8577 -1.5715
H28 -1.4835 -3.0970 -0.1979
H29 -2.9407 -6.3176 0.2136
H30 -2.7261 -6.3271 1.9191
H31 -1.0904 -3.2167 2.0622
H32 -1.7068 -4.5235 2.9856
O3 2.2355 -0.3866 2.0096
B1 2.1786 0.2252 0.7505
O4 3.4195 0.8486 0.4849
C13 4.2322 0.5772 1.5827
C14 5.5365 0.9553 1.7945
C15 6.1066 0.5501 3.0008
C16 5.3850 -0.1972 3.9288
C17 4.0625 -0.5708 3.6910
C18 3.5196 -0.1586 2.4969
H33 6.0894 1.5308 1.0659
H34 7.1304 0.8193 3.2180
H35 5.8604 -0.4961 4.8522
H36 3.4961 -1.1563 4.4005

Force components x, y, z for each atom (eV/Å):
-1.1832 0.8317 -0.1431
0.2349 -0.2048 -0.0898
-0.1433 -0.1210 0.1398
0.1280 0.1730 -0.0215
0.2009 -0.2008 -0.0602
0.1166 0.2122 0.0909
-0.0364 -0.1086 -0.0075
-0.0582 -0.2594 -0.0189
-0.1078 0.0810 0.2471
0.1512 -0.0375 -0.2222
-0.0640 -0.3559 -0.0259
0.0577 0.0755 -0.0164
-0.0645 0.0608 -0.0509
0.0248 -0.0125 -0.0382
0.0242 0.0189 -0.0100
-0.0363 -0.0364 0.0075
-0.0395 -0.0273 -0.0299
-0.0321 -0.0361 -0.0076
-0.0354 -0.0182 -0.0330
0.0499 0.0371 0.0045
0.0151 -0.0127 -0.0209
-0.0293 -0.0475 0.0596
0.0722 0.1397 0.0385
0.0265 0.0164 -0.0293
-0.0184 -0.0195 -0.0427
-0.0321 -0.0094 0.0022
-0.0180 -0.0036 0.0349
-0.0133 0.0738 -0.0278
-0.0162 0.0316 0.0968
0.0216 0.0537 -0.0041
-0.1429 -0.1790 -0.0271
-0.1361 0.0831 -0.1666
0.0848 -0.1351 -0.1723
0.0584 0.0277 0.0948
0.0182 0.1139 0.1522
-0.0293 -0.0342 -0.1213
0.0292 0.0034 0.0431
0.0807 0.1045 0.0716
0.5228 0.2398 0.0223
-0.0550 0.0753 -0.1197
-0.1052 -0.2234 -0.0622
0.0397 0.0103 0.0183
-0.0081 -0.0060 -0.0053
-0.0274 -0.0696 -0.0884
-0.0153 0.0342 0.0225
0.0188 -0.0331 0.0399
-0.0046 0.0406 0.0279
-0.0104 0.0331 -0.0081
-0.0249 -0.0028 0.0334
0.0009 0.0179 -0.0133
-0.1058 -0.2608 0.0419
-0.0171 0.0017 0.0053
0.0135 0.0140 -0.0390
-0.0111 -0.0400 -0.0254
-0.0268 0.0220 -0.0276
0.3011 0.0695 0.0117
0.4182 -0.0080 0.2729
0.1309 -0.2053 0.3209
0.0238 0.2498 -0.3980
0.1068 -0.0303 0.1512
-0.0644 0.0003 -0.0526
-0.0787 -0.0063 -0.0408
0.1823 0.0392 0.0361
-0.3947 -0.2415 0.1473
0.0123 0.0056 -0.0126
0.0165 0.0025 0.0055
0.0105 -0.0037 0.0126
-0.0072 -0.0037 0.0273